ORCA calculation (wB97M-V/def2-TZVPD) on a 11-piece molecular cluster, C34H76O24S7 overall in a non-equilibrium geometry.

As for the net charge: +1. For the orbital gap (alpha / beta), the calculation gives 0.353 / 0.118 Eh. The value obtained for the energy is -161459.751 eV. As for the spin multiplicity: 2. The HOMO energy (alpha / beta) comes out at -11.62 / -11.62 eV.

Each line ends with the Löwdin spin population.
Element x y z (Å)
C1 -1.34 -4.79 1.94  0.00
C2 -2.80 -4.28 1.72  0.00
C3 -3.48 -4.44 3.13  0.00
S1 -2.19 -4.02 4.41  0.00
O1 -2.22 -5.00 5.50  0.00
O2 -2.28 -2.59 4.75  0.00
C4 -0.79 -4.30 3.24  0.00
H1 -0.66 -4.46 1.14  0.00
H2 -1.36 -5.87 1.83  0.00
H3 -3.32 -4.91 1.00  0.00
H4 -2.79 -3.26 1.33  0.00
H5 -3.84 -5.47 3.20  0.00
H6 -4.31 -3.80 3.45  0.00
H7 -0.07 -4.97 3.71  0.00
H8 -0.38 -3.30 3.06  0.00
C5 1.64 -3.10 -2.54  0.00
C6 2.07 -4.19 -3.53  0.00
C7 3.55 -4.51 -3.25  0.00
S2 4.19 -3.56 -1.80  0.00
O3 4.98 -2.44 -2.37  0.00
O4 4.81 -4.41 -0.74  0.00
C8 2.45 -3.06 -1.24  0.00
H9 0.56 -3.18 -2.37  0.00
H10 1.71 -2.22 -3.19  0.00
H11 1.73 -3.89 -4.52  0.00
H12 1.40 -5.01 -3.30  0.00
H13 4.25 -4.38 -4.08  0.00
H14 3.67 -5.55 -2.96  0.00
H15 2.60 -2.12 -0.71  0.00
H16 2.18 -3.90 -0.60  0.00
C9 4.89 2.72 -1.55  0.00
C10 3.56 3.53 -1.57  0.00
C11 2.45 2.69 -0.88  0.00
S3 2.97 0.88 -1.15  0.00
O5 2.09 0.27 -2.18  0.00
O6 3.19 0.36 0.21  0.00
C12 4.54 1.28 -2.04  0.00
H17 5.37 2.53 -0.59  0.00
H18 5.68 3.24 -2.09  0.00
H19 3.25 3.83 -2.58  0.00
H20 3.58 4.49 -1.06  0.00
H21 1.50 2.70 -1.42  0.00
H22 2.16 2.90 0.15  0.00
H23 4.31 1.34 -3.10  0.00
H24 5.29 0.51 -1.85  0.00
C13 -0.50 6.49 -1.78  0.00
C14 -0.34 4.92 -1.86  0.00
C15 -1.81 4.36 -1.89  0.00
S4 -2.99 5.63 -2.59  0.00
O7 -3.97 6.09 -1.60  0.00
O8 -3.31 5.23 -3.94  0.00
C16 -1.61 6.87 -2.65  0.00
H25 0.37 7.02 -2.18  0.00
H26 -0.74 6.87 -0.79  0.00
H27 0.07 4.57 -0.91  0.00
H28 0.31 4.53 -2.63  0.00
H29 -2.19 4.27 -0.88  0.00
H30 -2.00 3.39 -2.36  0.00
H31 -2.08 7.85 -2.55  0.00
H32 -1.24 6.80 -3.67  0.00
C17 0.80 2.53 -7.57  0.00
C18 -0.04 3.75 -7.11  0.00
C19 -0.31 3.66 -5.61  0.00
S5 0.43 2.11 -4.90  0.00
O9 -0.43 1.37 -3.97  0.00
O10 1.80 2.40 -4.41  0.00
C20 0.51 1.37 -6.62  0.00
H33 1.84 2.83 -7.54  0.00
H34 0.72 2.22 -8.62  0.00
H35 -1.03 3.74 -7.56  0.00
H36 0.59 4.60 -7.35  0.00
H37 -1.36 3.44 -5.41  0.00
H38 0.08 4.56 -5.13  0.00
H39 -0.38 0.76 -6.79  0.00
H40 1.35 0.68 -6.60  0.00
C21 -4.93 0.49 2.37  0.00
C22 -6.42 0.59 2.63  0.00
C23 -6.79 0.30 4.07  0.00
S6 -5.37 -0.73 4.72  0.00
O11 -5.84 -2.05 5.08  0.00
O12 -4.60 0.03 5.68  0.00
C24 -4.46 -0.78 3.10  0.00
H41 -4.52 1.22 3.06  0.00
H42 -4.49 0.62 1.38  0.00
H43 -6.96 -0.07 1.96  0.00
H44 -6.90 1.52 2.31  0.00
H45 -7.70 -0.30 4.19  0.00
H46 -6.90 1.18 4.70  0.00
H47 -4.81 -1.67 2.58  0.00
H48 -3.39 -0.95 3.24  0.00
C25 -0.89 -0.90 -1.14  0.00
C26 -1.14 0.50 -0.49  0.00
O13 -0.14 0.58 0.43  0.00
S7 0.09 -0.81 1.29  0.00
O14 -0.98 -0.88 2.35  0.00
O15 1.47 -1.17 1.59  0.00
O16 -0.38 -1.69 -0.09  0.00
H49 -0.15 -0.79 -1.94  0.00
H50 -1.76 -1.44 -1.50  0.00
H51 -2.09 0.51 0.06  0.00
H52 -1.09 1.34 -1.18  0.00
C27 0.68 -0.50 5.33  0.00
C28 -0.05 0.47 6.22  0.00
O17 -0.10 1.78 5.62  0.00
O18 2.07 -0.36 5.32  0.00
H53 0.37 -0.42 4.29  0.00
H54 0.50 -1.49 5.74  0.00
H55 0.57 0.56 7.11  0.00
H56 -1.03 0.12 6.54  0.00
H57 -0.79 2.32 6.02  0.00
H58 2.27 0.57 5.15  0.00
C29 -3.06 -2.45 -4.06  0.00
C30 -3.06 -3.67 -3.21  0.00
O19 -4.11 -4.53 -3.59  0.00
O20 -1.84 -1.69 -4.03  0.00
H59 -3.86 -1.81 -3.67  0.00
H60 -3.31 -2.66 -5.10  0.00
H61 -3.02 -3.44 -2.14  0.00
H62 -2.15 -4.21 -3.46  0.00
H63 -3.76 -5.37 -3.91  0.00
H64 -2.08 -0.90 -4.52  0.00
C31 3.28 3.09 4.27  0.00
C32 3.09 2.22 2.94  0.00
O21 3.97 1.17 2.84  0.00
O22 2.55 2.45 5.33  0.00
H65 2.89 4.09 4.11  0.00
H66 4.35 3.15 4.43  0.00
H67 3.25 2.86 2.07  0.00
H68 2.09 1.80 2.78  0.00
H69 3.75 0.64 2.07  0.00
H70 1.63 2.74 5.25  0.00
C33 4.33 -2.31 3.37  0.12
C34 3.20 -3.32 3.65  0.14
O23 2.82 -3.35 5.02  0.36
O24 5.58 -2.72 3.84  0.29
H71 4.07 -1.35 3.80  0.00
H72 4.37 -2.09 2.30  0.03
H73 3.53 -4.30 3.28  0.00
H74 2.40 -3.08 2.95  0.04
H75 2.70 -2.43 5.29  0.00
H76 5.70 -3.48 3.25  0.00